13
Properties=species:S:1:pos:R:3:forces:R:3 method="wB97M-V/def2-TZVPD" largest_force_ev_per_a=4.941 homo_lumo_gap_ev=10.8717 smiles="NCC(=O)O.O" relative_energy_kj_mol=144.5 homo_energy_ha=-0.385
N 0.19734 1.14101 -1.07501 0.62 -2.47 -1.27
C 1.00463 0.17406 -0.23933 0.18 1.82 1.95
C 0.56017 -0.28507 1.20064 2.69 2.06 1.36
O 0.93313 0.31617 2.25568 -2.22 -2.37 -3.73
O 0.14876 -1.57456 1.15573 -0.17 1.58 0.66
H 0.46974 2.09210 -0.91781 0.10 0.44 0.87
H 0.69400 0.96720 -1.97663 -1.16 0.26 0.39
H 1.24774 -0.78065 -0.69097 -0.18 0.27 -0.81
H 1.90339 0.76211 -0.01420 0.31 -0.84 0.12
H -0.00634 -1.71686 2.09328 -0.25 -0.88 0.56
O -2.66631 -0.30073 -0.31569 0.58 0.66 0.27
H -1.84635 0.19300 -0.50528 -0.35 0.07 0.05
H -2.63991 -0.98778 -0.97041 -0.16 -0.60 -0.42

***

13
Properties=species:S:1:pos:R:3:forces:R:3 method="wB97M-V/def2-TZVPD" multiplicity=2 largest_force_ev_per_a=4.733 homo_lumo_gap_ev="9.4955 / 5.0639" charge=+1 relative_energy_kj_mol=134.0 s_squared=0.759 homo_energy_ha="-0.535 / -0.535"
C -1.44952 -1.56976 -0.99525 0.30 1.93 -2.03
N -0.43583 -0.48929 -0.93926 -0.49 -1.55 0.84
C 0.48501 -0.50034 0.14824 0.49 3.94 2.58
O -0.17119 -0.35569 1.31133 -0.27 -1.79 -0.33
O 1.60676 -0.11990 0.01205 0.34 -1.46 -1.24
H -0.93476 -2.48247 -1.30446 0.00 -0.25 0.47
H -2.12356 -1.28296 -1.80926 -0.06 -0.27 0.27
H -1.95535 -1.56310 -0.04296 0.00 -0.45 0.49
H -0.37017 0.38011 -1.47613 -0.20 -0.35 -0.55
H 0.42693 -0.44406 2.08878 -0.16 0.19 -0.54
H 1.39701 3.14212 1.65594 0.09 0.35 0.23
H 1.56216 2.26141 0.46337 0.25 -0.06 -0.25
O 1.96250 3.02393 0.88760 -0.30 -0.23 0.06

***

14
Properties=species:S:1:pos:R:3:forces:R:3 method="wB97M-V/def2-TZVPD" largest_force_ev_per_a=3.863 homo_lumo_gap_ev="6.8316 / 6.8346" charge=-1 relative_energy_kj_mol=331.6 homo_energy_ha="-0.108 / -0.108"
C -1.94362 -0.71069 -0.68528 2.34 -0.81 -0.86
C 0.03044 -1.27266 0.27131 0.89 1.43 -2.44
N 1.59334 1.75281 1.36732 1.89 -3.07 -1.38
O 0.14170 2.16914 -0.78495 0.68 -1.01 -0.13
O 2.52852 0.99256 -1.17712 -1.56 0.21 1.28
O -1.32984 -1.09623 0.51345 0.37 0.23 0.09
P 1.25799 1.24246 -0.38569 -0.35 -0.06 1.15
H -1.47588 0.16968 -1.14399 -0.21 0.06 0.34
H -2.95084 -0.66461 -0.54991 -2.94 0.81 0.72
H -1.84723 -1.54242 -1.38430 0.34 -0.21 -0.51
H 0.22962 -1.92559 -0.66379 -0.16 0.85 1.57
H 0.55290 -1.51671 1.16284 0.36 -0.46 0.63
H 2.42430 1.05692 1.59197 -2.03 1.77 -0.24
H 0.78858 1.34533 1.86814 0.37 0.27 -0.22

***

15
Properties=species:S:1:pos:R:3:forces:R:3 method="wB97M-V/def2-TZVPD" largest_force_ev_per_a=0.974 homo_lumo_gap_ev=8.5250 charge=-1 smiles="N[C@H](CS)[P@@](=O)([O-])O" relative_energy_kj_mol=20.9 homo_energy_ha=-0.186
N -0.49197 0.46113 -1.10572 -0.01 0.07 -0.53
C -0.47020 0.13040 0.30447 -0.19 -0.60 0.45
C 0.80385 0.51038 1.04319 0.44 0.00 0.15
S 2.28814 -0.15110 0.21396 0.64 0.71 0.19
P -0.68742 -1.72412 0.49152 -0.37 0.04 -0.19
O 0.35145 -2.37308 -0.39165 -0.27 0.16 -0.18
O -0.79697 -2.08936 1.91944 -0.14 0.16 0.27
O -2.14851 -1.92842 -0.23382 0.12 -0.06 0.48
H 0.11157 -0.20795 -1.58123 0.02 0.21 -0.01
H -0.08832 1.38360 -1.25828 -0.02 -0.17 -0.03
H -1.30975 0.63415 0.80104 0.02 -0.22 0.02
H 0.94661 1.59562 1.09674 -0.09 -0.06 0.02
H 0.76698 0.09457 2.05240 -0.07 0.18 -0.01
H 1.68353 -1.32202 -0.08040 0.00 -0.47 -0.17
H -1.98935 -1.80145 -1.16805 -0.08 0.04 -0.46

***

18
Properties=species:S:1:pos:R:3:forces:R:3 method="wB97M-V/def2-TZVPD" largest_force_ev_per_a=3.721 homo_lumo_gap_ev=5.4875 charge=-2 relative_energy_kj_mol=269.3 homo_energy_ha=-0.016
C -1.85743 -0.34305 -1.20107 -0.64 -0.25 -2.57
C 0.51786 2.39897 1.49813 1.48 1.62 0.38
N -1.70483 -1.07841 0.03080 0.21 0.03 -0.91
O 3.15318 -1.49412 -1.22096 -0.96 0.43 0.74
O 0.99814 -2.58087 -0.35256 0.13 1.55 0.63
O 0.93783 -1.00924 -2.34894 -0.59 0.26 -0.26
O -0.40699 -1.07283 2.31056 0.60 -0.32 0.31
O 1.40693 -0.00330 -0.04634 -2.32 -0.84 1.54
P -0.70819 -0.46396 1.01116 0.96 2.40 0.85
P 1.65990 -1.20225 -1.04911 2.70 -1.05 -2.33
S -1.17861 1.69044 1.37505 0.90 -0.32 -0.15
H -2.76820 -0.66351 -1.70569 -1.09 0.15 0.57
H -1.22038 -0.64217 -2.11546 0.46 0.74 2.13
H -1.92298 0.75296 -1.02476 0.27 -0.54 -0.53
H 0.54665 3.58148 1.25314 -0.47 -2.70 0.16
H 1.11766 1.79685 0.69802 -0.59 1.11 1.73
H 0.96316 2.40182 2.60722 -0.91 -0.61 -2.45
H 0.46632 -2.06881 0.28079 -0.15 -1.67 0.15

***

13
Properties=species:S:1:pos:R:3:forces:R:3 method="wB97M-V/def2-TZVPD" largest_force_ev_per_a=3.999 homo_lumo_gap_ev=7.8866 smiles="P=[PH3].CN=C=O" relative_energy_kj_mol=55.0 homo_energy_ha=-0.268
P 1.49961 -0.67291 2.35190 1.11 0.28 -3.83
P -0.48163 -0.98314 2.52962 -3.06 -1.27 -0.34
H 1.75805 -0.58508 3.62035 0.07 0.15 3.38
H -1.62854 -0.25135 1.95432 1.18 0.25 0.98
H -1.10469 -2.15592 1.94907 0.87 0.26 0.27
H -0.87261 -1.28075 3.83511 -0.15 0.33 0.26
C 0.36254 1.30447 -3.09068 -2.39 0.07 -1.11
N -0.21944 0.50631 -2.05790 -0.05 -0.97 1.72
C -0.18641 -0.01854 -0.97613 0.11 0.80 -2.35
O -0.27644 -0.62140 0.02416 -0.07 -0.04 -0.27
H 1.07458 1.97513 -2.69609 1.90 -0.09 0.01
H 0.44863 0.72711 -4.04991 0.99 0.41 1.21
H -0.37364 2.05608 -3.39384 -0.51 -0.18 0.08